Entry 1:
18
Properties=species:S:1:pos:R:3:forces:R:3 method="wB97M-V/def2-TZVPD" e_lumo_ha=0.029 homo_ev=-9.5228 smiles=C[C@@H](O)[C@@H](N)CO
C -0.83668 2.00544 -0.30566 -1.96 2.42 -0.09
C 0.41071 1.20938 0.00681 -1.67 -0.19 1.39
O 0.15210 0.95838 1.47690 1.28 0.57 -0.31
C 0.42234 -0.22772 -0.45027 1.80 -2.13 -2.01
N 1.83148 -0.71363 -0.23692 0.07 -0.69 0.23
C -0.72287 -1.09284 0.10819 1.06 0.02 -0.16
O -1.27269 -2.09045 -0.74859 -0.14 0.26 -0.36
H -1.02494 2.70874 0.52561 0.10 -1.01 0.70
H -0.86871 2.91829 -0.95296 0.76 -1.51 -1.12
H -1.81429 1.45346 -0.41620 1.31 0.34 -0.09
H 1.34203 1.74576 -0.25973 -0.44 -0.42 0.56
H 0.90725 1.16036 2.04378 0.05 0.04 -0.38
H 0.38086 -0.47151 -1.53329 -0.38 1.33 0.01
H 2.00554 -1.65741 -0.58858 -0.49 0.37 -0.50
H 2.12110 -0.85640 0.72094 -0.46 0.60 0.57
H -1.48405 -0.38132 0.36813 -0.67 -0.33 0.55
H -0.28305 -1.63677 0.92740 -0.34 0.15 0.87
H -0.74281 -2.24904 -1.53632 0.14 0.20 0.13

***

Entry 2:
18
Properties=species:S:1:pos:R:3:forces:R:3 method="wB97M-V/def2-TZVPD" e_lumo_ha=0.026 homo_ev=-9.5599 smiles=N[C@H](CO)CCO
N 1.32629 -0.43807 0.39711 0.90 -0.08 1.11
C 0.00882 -0.58750 -0.18692 0.04 0.02 -0.89
C 0.14905 -0.78458 -1.72542 -0.42 0.45 -0.10
O 1.03136 0.18358 -2.28764 -0.57 -0.23 -0.11
C -0.86973 0.61408 0.13138 -0.96 0.24 -0.38
C -1.17964 0.95806 1.64724 2.14 -0.23 -1.46
O -0.41013 0.24154 2.59297 -0.16 -0.80 0.61
H 1.79861 0.44252 0.28022 -0.47 0.48 -0.22
H 2.03851 -1.13389 0.21278 -0.53 -0.43 -0.11
H -0.45085 -1.47871 0.24752 0.05 -0.08 -0.05
H -0.76321 -0.61246 -2.29908 -0.32 -0.16 0.45
H 0.45649 -1.81288 -1.93978 0.28 0.03 0.01
H 1.90441 -0.05893 -2.01242 0.84 -0.01 0.17
H -1.82474 0.47238 -0.39820 0.00 -0.50 0.39
H -0.53843 1.47208 -0.46601 0.67 0.15 0.61
H -2.22526 0.73989 1.82774 -0.12 0.49 0.29
H -0.82100 1.98602 1.75733 -1.13 0.29 0.14
H 0.36945 -0.20313 2.22118 -0.24 0.38 -0.42

***

Entry 3:
18
Properties=species:S:1:pos:R:3:forces:R:3 method="wB97M-V/def2-TZVPD" e_lumo_ha=0.031 homo_ev=-9.8952 smiles="CCCC(N)=O.O"
C -1.60258 -0.02020 -1.01366 2.88 -1.91 -1.23
C -0.47007 -0.03759 0.04038 0.88 2.81 0.50
C -0.78657 -0.53009 1.49060 0.82 1.23 -0.11
C 0.42257 -1.22724 2.22919 -1.59 1.19 -0.88
N -0.03845 -1.79967 3.39661 1.54 -1.73 1.41
O 1.56034 -1.21741 1.86114 0.67 0.28 -0.10
H -1.73865 -1.06437 -1.31819 -0.86 -0.12 0.56
H -1.21610 0.31803 -2.02963 -0.58 0.63 1.53
H -2.45208 0.43744 -0.62183 -1.61 0.82 0.02
H 0.31237 -0.71551 -0.31396 0.26 0.61 -0.08
H -0.07902 1.13589 0.10141 -0.48 -3.22 -0.04
H -1.18736 0.27981 2.17198 0.66 -0.74 -0.75
H -1.57593 -1.23955 1.47093 -0.90 -0.90 -0.14
H -0.75833 -2.49766 3.10306 0.83 0.64 1.19
H 0.80379 -2.15036 4.01954 -2.51 0.39 -1.87
O 3.10572 3.09471 -4.81408 -0.40 0.80 -1.76
H 2.87239 3.56133 -5.68022 0.43 -0.85 2.06
H 2.82796 3.67244 -4.09328 -0.03 0.06 -0.30

***

Entry 4:
18
Properties=species:S:1:pos:R:3:forces:R:3 method="wB97M-V/def2-TZVPD" e_lumo_ha=0.020 homo_ev=-9.7878 smiles="CCCNC=O.O"
C -2.15083 -0.55968 -0.74406 -0.95 0.31 0.98
C -1.51171 -1.84501 -0.03971 -1.40 3.40 -0.83
C -0.07090 -1.39876 -0.00868 3.32 -4.55 -1.57
N 0.30651 -0.08152 0.44431 -3.66 -0.81 -1.05
C 1.55001 0.32515 0.38740 0.84 1.39 4.01
O 2.48365 -0.42344 0.33928 1.60 -0.55 -1.65
H -3.11505 -0.82008 -1.12620 -0.30 -0.41 -1.47
H -1.44024 -0.02507 -1.41267 -0.88 -0.68 0.04
H -2.59780 0.21886 -0.06178 1.26 -0.55 0.18
H -1.80916 -2.74952 -0.61532 1.01 0.62 0.37
H -2.02728 -1.86355 0.90803 0.26 -0.45 0.64
H 0.34260 -1.69071 -1.09600 -0.83 1.55 1.84
H 0.59884 -2.15703 0.50404 -0.80 0.87 0.15
H -0.42677 0.51066 0.81616 0.35 0.08 -0.39
H 1.63554 1.32905 0.92302 0.16 -0.21 -1.24
O 3.12611 3.82891 0.42491 -3.35 0.66 -0.55
H 2.22093 4.36598 0.48190 3.01 -1.80 -0.23
H 2.88558 3.03577 -0.12462 0.36 1.14 0.77

***

What energy relative to the best compared isomer or geometry (same formula, charge and spin) values result from the calculations? In sequence: 61.6; 39.2; 34.7; 55.3 kcal/mol.